Formula: C12H33N2O5
Source: OMol25
Level of theory: ωB97M-V/def2-TZVPD

Summary:
Largest force on an atom = 11.53 eV/A
Electronic energy = -962.13815 Eh
Gap between HOMO and LUMO = 0.3738 Ha
Lowest unoccupied orbital energy = -1.893 eV

The geometry in ORCA input format:
```
! wB97M-V def2-TZVPD RIJCOSX def2/J DEFGRID3
* xyz 1 1
O -0.429 0.199 0.070
H -0.902 -0.442 -0.187
H 0.092 0.645 -0.750
H 0.196 -0.164 0.688
C 1.755 2.598 -0.913
O 1.325 1.486 -1.441
C 0.898 1.731 -2.816
C 0.141 0.603 -3.339
N -1.132 0.508 -2.650
C -1.788 -0.784 -2.861
C -2.962 -1.012 -1.883
O -2.476 -1.313 -0.572
C -3.528 -1.729 0.308
H 2.164 2.459 -0.059
H 1.126 3.503 -1.019
H 2.651 2.975 -1.698
H 1.761 1.781 -3.529
H 0.429 2.595 -3.032
H 0.848 -0.215 -3.309
H -0.092 0.617 -4.313
H -2.038 1.152 -3.074
H -1.184 -1.674 -2.837
H -2.210 -0.786 -3.771
H -3.501 -1.877 -2.305
H -3.725 -0.250 -1.871
H -3.884 -2.873 0.139
H -4.208 -0.939 0.638
H -3.289 -1.858 1.264
C 1.335 3.806 3.741
O 1.931 2.806 3.237
C 0.976 1.726 2.946
C 1.896 0.568 2.481
N 1.023 -0.561 2.153
C 1.828 -1.744 1.743
C 0.792 -2.678 1.114
O 0.304 -2.336 -0.159
C -0.379 -3.446 -0.835
H 2.106 4.446 3.900
H 0.718 3.748 4.681
H 0.522 4.051 3.139
H 0.143 2.047 2.206
H 0.503 1.483 3.946
H 2.655 0.273 3.360
H 2.398 1.037 1.617
H 0.576 -0.945 3.038
H 2.377 -2.257 2.428
H 2.476 -1.490 0.803
H -0.098 -2.984 1.635
H 1.565 -3.600 1.138
H -0.092 -4.404 -0.770
H -0.179 -3.049 -1.857
H -1.414 -3.435 -0.567
*
```